No. 1
19
Properties=species:S:1:pos:R:3:lowdin_charge:R:1 method="wB97M-V/def2-TZVPD" relative_energy_kcal_mol=71.1 orbital_gap_ev="7.41 / 6.44" total_charge=+2
C -1.5012 0.2682 0.0589 0.03
C 1.6770 0.3216 -0.0952 -0.25
C 0.2307 -1.5588 0.2682 -0.32
C 0.2308 1.7884 1.3525 0.24
C -2.3952 1.2707 -0.4380 0.01
N 1.0507 1.1374 0.7859 0.13
N 1.4843 -1.0989 -0.0918 0.22
N -0.7380 -0.6784 -0.0114 0.21
N 2.6953 0.9161 -0.7301 0.25
N -0.0408 -2.8050 0.6561 0.24
H 0.1771 2.4785 2.1318 0.10
H -2.6400 1.1024 -1.4682 0.11
H -1.8442 2.2026 -0.4229 0.10
H -3.1821 1.2974 0.3535 0.15
H 2.1975 -1.7361 -0.4150 0.18
H 2.6764 1.9032 -0.7286 0.14
H 3.1548 0.4543 -1.4581 0.12
H 0.7588 -3.4234 0.7630 0.15
H -0.9836 -3.2786 0.6496 0.19



No. 2
16
Properties=species:S:1:pos:R:3:lowdin_charge:R:1 method="wB97M-V/def2-TZVPD" relative_energy_kcal_mol=40.1 orbital_gap_ev=9.89 total_charge=0
C -0.5407 -1.4336 0.1779 -0.16
N 0.3313 -0.3471 -0.3394 -0.10
C 1.7225 -0.1694 -0.6803 -0.27
O 2.2581 0.9225 -0.6298 0.01
C -0.3156 0.9488 -0.3722 -0.16
C -1.5176 0.8400 0.6404 -0.14
C -1.6020 -0.6803 1.0489 -0.17
H -0.9416 -2.0756 -0.6614 0.12
H -0.0205 -2.1150 0.8681 0.11
H 2.2038 -1.1676 -0.8829 0.14
H 0.4043 1.6825 -0.2378 0.08
H -0.7251 1.0581 -1.3468 0.11
H -1.1913 1.3850 1.5297 0.10
H -2.4411 1.2117 0.2423 0.09
H -2.7036 -1.0733 0.8264 0.13
H -1.4481 -0.8880 2.1883 0.12



No. 3
16
Properties=species:S:1:pos:R:3:lowdin_charge:R:1 method="wB97M-V/def2-TZVPD" relative_energy_kcal_mol=41.6 orbital_gap_ev=10.64 total_charge=0
C -0.9189 1.4937 -1.1262 -0.06
C -0.1027 0.2313 -0.8224 -0.35
C 0.7988 0.3694 0.4081 -0.24
N 1.4160 -0.9227 0.6551 -0.03
C 1.2934 -1.4324 1.8048 -0.05
C -1.0588 -0.9286 -0.6245 -0.26
O -1.4632 -1.6351 -1.5144 0.06
H -1.6341 1.7196 -0.3254 0.08
H -1.4840 1.3563 -2.0535 0.09
H -0.2652 2.3639 -1.2494 0.08
H 0.5199 -0.0176 -1.6878 0.15
H 1.5900 1.0990 0.1985 0.12
H 0.2235 0.7392 1.2776 0.12
H -1.4068 -1.0786 0.4243 0.13
H 1.6986 -2.4285 1.9888 0.07
H 0.7935 -0.9290 2.6463 0.08



No. 4
16
Properties=species:S:1:pos:R:3:lowdin_charge:R:1 method="wB97M-V/def2-TZVPD" relative_energy_kcal_mol=51.4 orbital_gap_ev=8.74 total_charge=0
C 0.4317 2.2659 2.0311 -0.10
C 0.8951 1.2459 1.0532 -0.37
C 0.8068 1.4837 -0.3495 -0.08
N 1.3599 0.3448 -0.9733 -0.03
C 1.7047 -0.5674 -0.0435 -0.14
C 1.2935 -0.0720 1.2560 -0.06
H 0.9673 2.1768 3.0371 0.08
H 0.4901 3.4524 1.7326 0.13
H -0.5989 1.9106 2.2328 0.07
H 0.3486 2.3929 -0.9077 0.14
H 1.6112 0.2959 -2.0119 0.18
H 1.8945 -1.5570 -0.2143 0.07
H 1.2862 -0.6584 2.1956 0.11
H -3.7602 -3.7414 -2.6734 0.01
H -4.6374 -4.7844 -2.9454 0.01
O -4.0931 -4.1882 -3.4193 -0.02



No. 5
16
Properties=species:S:1:pos:R:3:lowdin_charge:R:1 method="wB97M-V/def2-TZVPD" relative_energy_kcal_mol=86.6 orbital_gap_ev=10.16 total_charge=0
C 1.3462 0.6986 -0.1436 -0.04
C -0.0219 0.0070 -0.0203 -0.53
C 0.0839 -1.1640 0.9713 -0.04
C -1.1446 0.9933 0.3682 -0.02
N -1.2290 -0.5382 -2.2569 0.29
C -0.3606 -0.5642 -1.3517 -0.52
O 0.2237 -1.4321 -2.1407 0.05
H 2.1140 -0.0078 -0.4757 0.09
H 1.6430 1.0963 0.8328 0.09
H 1.3090 1.5282 -0.8570 0.09
H 0.3952 -0.7792 1.9485 0.09
H 0.8249 -1.8976 0.6375 0.09
H -0.8784 -1.6718 1.0904 0.10
H -1.4917 0.8128 1.3897 0.08
H -0.8023 2.0301 0.3017 0.08
H -2.0115 0.8886 -0.2941 0.08



No. 6
16
Properties=species:S:1:pos:R:3:lowdin_charge:R:1 method="wB97M-V/def2-TZVPD" relative_energy_kcal_mol=74.9 orbital_gap_ev=10.46 total_charge=0
C -1.5799 -0.8158 0.1768 -0.05
C -1.0708 0.5389 0.6564 -0.31
N -0.0222 0.6355 1.6720 0.06
C 0.2206 1.1814 0.3266 -0.23
C 1.1972 0.6534 -0.6850 -0.24
C 1.5181 -0.7515 -0.9245 -0.11
O 0.6914 -0.0338 -1.8234 -0.04
H -1.2315 -1.0944 -0.8176 0.07
H -2.6726 -0.7563 0.1500 0.07
H -1.2856 -1.5952 0.8909 0.08
H -1.8723 1.2399 0.8468 0.12
H 0.4099 -0.2787 1.7883 0.09
H 0.2422 2.2724 0.3527 0.13
H 1.9662 1.3759 -0.9376 0.14
H 2.4901 -1.0560 -1.3087 0.11
H 0.9993 -1.5156 -0.3637 0.10



No. 7
16
Properties=species:S:1:pos:R:3:lowdin_charge:R:1 method="wB97M-V/def2-TZVPD" relative_energy_kcal_mol=98.4 orbital_gap_ev=9.54 total_charge=0
C -0.4583 -1.3614 0.3541 -0.04
C -0.3617 0.1250 0.0025 -0.61
C -1.2109 0.9845 0.9536 -0.03
C 1.0777 0.6129 0.0591 0.01
O 1.2991 1.1022 -1.1507 -0.02
C 0.1435 0.9051 -1.9558 -0.14
N -0.8239 0.3543 -1.3840 0.14
H -1.5020 -1.6845 0.2992 0.09
H -0.0820 -1.5356 1.3665 0.09
H 0.1288 -1.9660 -0.3434 0.08
H -0.8938 0.8341 1.9884 0.09
H -1.1157 2.0485 0.7145 0.09
H -2.2628 0.7016 0.8525 0.09
H 2.7331 -0.8473 0.6676 -0.01
H 3.0994 -1.5320 0.5515 0.04
H 0.2295 1.2583 -2.9757 0.13



No. 8
16
Properties=species:S:1:pos:R:3:lowdin_charge:R:1 method="wB97M-V/def2-TZVPD" relative_energy_kcal_mol=49.4 orbital_gap_ev=10.70 total_charge=0
C -1.6745 0.2545 1.3383 -0.06
C -1.3022 -0.0245 -0.1031 -0.32
N -0.8414 1.1556 -0.8161 0.04
C 0.0528 0.0131 -0.7433 -0.28
C 1.3951 0.1644 -0.0612 -0.11
C 2.3073 -0.9987 -0.3743 -0.26
O 2.0368 -1.8855 -1.1383 0.05
H -0.8306 0.4653 2.0051 0.07
H -2.3303 1.1332 1.3617 0.08
H -2.2267 -0.5854 1.7568 0.07
H -1.9925 -0.6997 -0.6232 0.13
H -1.2611 1.2436 -1.7329 0.09
H 0.1289 -0.5859 -1.6510 0.13
H 1.3221 0.2572 1.0287 0.11
H 1.9247 1.0715 -0.3940 0.13
H 3.2916 -0.9789 0.1467 0.12



No. 9
16
Properties=species:S:1:pos:R:3:lowdin_charge:R:1 method="wB97M-V/def2-TZVPD" relative_energy_kcal_mol=52.7 orbital_gap_ev=10.90 total_charge=0
C -0.1127 1.3122 2.0160 -0.17
C -1.4316 0.2038 -0.8684 0.00
C -0.1293 0.0011 -1.0053 -0.21
O 0.9872 0.5233 1.6150 -0.13
C 0.5296 -1.3476 -0.8301 -0.19
C 0.7949 -1.9759 -2.1294 -0.23
N 0.9990 -2.4714 -3.1545 0.13
H -0.4703 1.9921 1.2284 0.07
H -0.9363 0.6335 2.2533 0.08
H 0.1182 1.8982 2.9134 0.08
H -1.8690 1.1850 -1.0242 0.06
H -2.1029 -0.6117 -0.6125 0.07
H 0.5288 0.8209 -1.2919 0.11
H 1.7282 1.1133 1.4279 0.09
H -0.1085 -2.0254 -0.2516 0.12
H 1.4746 -1.2513 -0.2862 0.11



No. 10
16
Properties=species:S:1:pos:R:3:lowdin_charge:R:1 method="wB97M-V/def2-TZVPD" relative_energy_kcal_mol=22.0 orbital_gap_ev=8.81 total_charge=0
C 0.0958 -1.0095 -1.8450 -0.11
C 1.2089 -0.2499 -1.6160 -0.16
N 1.2903 -0.0039 -0.2728 0.05
C 0.2111 -0.5712 0.3697 -0.34
C -0.5202 -1.2319 -0.5675 -0.07
C 0.0528 -0.4243 1.8568 -0.03
H 0.0059 -1.5860 -2.7571 0.09
H 1.9420 0.0904 -2.3206 0.10
H 1.8844 0.7056 0.1192 0.15
H -1.4440 -1.7758 -0.5067 0.10
H -0.4226 0.5320 2.0649 0.06
H 1.0137 -0.5176 2.3425 0.07
H -0.5982 -1.2203 2.1824 0.07
H -0.9624 2.3726 -0.1661 0.04
H -2.3332 2.5523 0.4371 0.04
O -1.4243 2.3372 0.6791 -0.05